# 1
{"formula": "I5Ni", "method": "ωB97M-V/def2-TZVPD", "elements": ["Ni", "I", "I", "I", "I", "I"], "xyz": [[0.19, 0.69, -0.36], [0.47, 0.64, 2.74], [1.26, 3.08, -1.21], [-2.46, 0.74, -0.80], [-0.99, -3.73, 1.40], [1.53, -1.41, -1.77]], "lowdin_spin": [1.771, 0.030, 0.067, 0.077, 0.001, 0.054], "e_tot_ha": -2996.9061, "s2": 2.01, "multiplicity": 3, "total_charge": -3, "e_lumo_ha": [0.237, 0.236]}


# 2
{"formula": "C3H8NO3", "method": "ωB97M-V/def2-TZVPD", "elements": ["O", "C", "N", "C", "O", "C", "H", "H", "H", "H", "H", "H", "H", "H", "O"], "xyz": [[-0.11, 1.66, -1.70], [0.49, 0.82, -1.03], [0.04, -0.26, -0.36], [-1.68, -0.32, -0.02], [-1.94, -1.45, 0.52], [2.12, 1.00, -1.16], [0.69, -0.97, 0.19], [-2.02, -0.35, -1.01], [-1.67, 0.60, 0.53], [2.15, 2.10, -1.45], [2.76, 0.99, -0.29], [2.41, 0.33, -2.05], [-1.26, -0.84, 3.08], [-1.13, -1.64, 1.92], [-0.85, -1.65, 2.85]], "lowdin_charge": [-0.040, -0.619, 0.055, -0.366, -0.247, -0.056, 0.156, 0.067, 0.081, 0.061, 0.023, 0.073, -0.015, -0.060, -0.113], "e_tot_ha": -399.5859, "de_lowest_kcal_mol": 57.71, "total_charge": -1, "e_lumo_ha": 0.146}


# 3
{"formula": "C27H48DyF2N5O6P", "method": "ωB97M-V/def2-TZVPD", "elements": ["Dy", "N", "C", "C", "C", "C", "N", "H", "H", "H", "H", "H", "H", "H", "H", "H", "H", "H", "H", "C", "C", "C", "C", "O", "P", "O", "O", "O", "C", "C", "C", "C", "H", "H", "H", "H", "H", "H", "H", "H", "H", "H", "H", "H", "H", "H", "H", "H", "H", "H", "C", "O", "H", "H", "H", "H", "C", "C", "C", "C", "C", "N", "C", "O", "N", "C", "C", "C", "C", "N", "C", "C", "C", "H", "H", "H", "H", "H", "H", "H", "H", "H", "H", "H", "H", "H", "F", "C", "F", "H"], "xyz": [[-1.00, 1.01, -0.27], [-2.89, 2.30, 0.83], [-4.15, 1.74, 0.39], [-4.75, 2.54, -0.77], [-3.81, 2.73, -1.94], [-3.35, 1.50, -2.66], [-1.83, 1.42, -2.47], [-2.82, 2.02, 1.83], [-2.91, 3.34, 0.76], [-4.87, 1.72, 1.18], [-3.95, 0.67, 0.06], [-4.99, 3.56, -0.44], [-5.72, 2.03, -1.02], [-2.97, 3.35, -1.55], [-4.27, 3.43, -2.66], [-3.48, 1.57, -3.75], [-3.84, 0.60, -2.25], [-1.48, 2.35, -2.64], [-1.40, 0.80, -3.13], [-1.94, -4.33, 1.30], [-0.53, -3.87, 1.17], [0.16, -3.56, 2.48], [0.38, -4.71, 0.31], [-0.56, -2.54, 0.42], [-1.43, -1.75, -0.62], [-0.38, -0.85, -1.29], [-2.45, -0.84, 0.07], [-2.16, -2.67, -1.66], [-2.33, -3.02, -3.08], [-1.37, -2.24, -3.98], [-3.79, -2.68, -3.45], [-2.06, -4.53, -3.16], [-1.92, -5.36, 1.62], [-2.45, -4.23, 0.32], [-2.49, -3.74, 2.04], [0.41, -4.53, 2.88], [-0.54, -2.98, 3.10], [1.07, -2.99, 2.38], [0.33, -5.70, 0.67], [1.45, -4.40, 0.27], [-0.06, -4.65, -0.69], [-1.68, -1.20, -4.04], [-1.28, -2.65, -5.00], [-0.34, -2.38, -3.56], [-4.20, -1.79, -3.00], [-4.38, -3.53, -3.08], [-3.90, -2.60, -4.55], [-1.00, -4.73, -3.06], [-2.37, -4.84, -4.15], [-2.56, -5.09, -2.39], [-0.18, 4.14, 1.06], [0.17, 2.99, 0.26], [-0.70, 3.83, 2.00], [-0.92, 4.82, 0.59], [0.62, 4.72, 1.40], [0.76, 3.23, -0.54], [5.39, 3.77, 5.76], [4.97, 2.92, 4.59], [5.27, 3.43, 3.30], [4.85, 2.78, 2.12], [4.23, 1.53, 2.26], [3.91, 0.88, 1.04], [3.89, -0.52, 0.88], [4.36, -1.32, 1.69], [3.26, -1.00, -0.28], [2.60, -0.24, -1.22], [2.71, -0.51, -2.58], [2.10, 0.32, -3.56], [1.33, 1.35, -3.08], [1.08, 1.59, -1.76], [1.75, 0.87, -0.84], [3.97, 0.98, 3.52], [4.40, 1.66, 4.67], [5.00, 3.39, 6.71], [4.93, 4.78, 5.74], [6.48, 3.92, 5.84], [5.86, 4.30, 3.18], [5.09, 3.22, 1.14], [4.01, 1.44, 0.22], [3.46, -1.99, -0.50], [3.19, -1.45, -2.94], [2.37, 0.17, -4.61], [0.81, 2.00, -3.80], [1.64, 1.08, 0.25], [3.49, 0.05, 3.69], [4.34, 1.14, 5.66], [0.76, 0.21, 2.71], [-0.50, 0.43, 2.18], [-0.76, 1.76, 2.73], [-1.14, -0.36, 2.76]], "lowdin_spin": [5.051, -0.009, 0.000, 0.000, 0.000, 0.001, -0.012, 0.000, 0.000, 0.000, 0.000, 0.000, 0.000, 0.000, 0.000, 0.000, 0.000, 0.000, 0.000, 0.000, 0.000, 0.000, 0.000, 0.000, -0.002, -0.004, -0.011, 0.000, 0.000, 0.000, 0.000, 0.000, 0.000, 0.000, 0.000, 0.000, 0.000, 0.000, 0.000, 0.000, 0.000, 0.000, 0.000, 0.000, 0.000, 0.000, 0.000, 0.000, 0.000, 0.000, 0.000, -0.010, 0.000, 0.000, 0.000, 0.000, 0.000, 0.000, 0.000, 0.000, 0.000, 0.000, 0.000, 0.000, -0.001, -0.001, 0.000, -0.002, 0.001, -0.007, -0.004, 0.000, 0.000, 0.000, 0.000, 0.000, 0.000, 0.000, 0.000, 0.000, 0.000, 0.000, 0.000, -0.001, 0.000, 0.000, 0.001, 0.005, 0.003, 0.002], "e_tot_ha": -3208.9659, "s2": 9.33, "multiplicity": 6, "de_lowest_kcal_mol": 0.00, "total_charge": 1, "e_lumo_ha": [-0.102, -0.101]}


# 4
{"formula": "C18H17N5O3S", "method": "ωB97M-V/def2-TZVPD", "elements": ["C", "C", "C", "C", "C", "C", "C", "C", "H", "H", "H", "H", "N", "C", "O", "C", "H", "H", "S", "C", "N", "N", "N", "N", "C", "C", "C", "C", "C", "C", "H", "O", "C", "O", "H", "H", "H", "H", "H", "H", "H", "H", "H", "H"], "xyz": [[0.14, 5.24, -2.29], [0.48, 4.15, -1.32], [0.73, 2.86, -1.77], [1.05, 1.84, -0.90], [1.13, 2.10, 0.47], [0.88, 3.39, 0.93], [0.56, 4.41, 0.05], [0.30, 5.78, 0.58], [0.40, 5.80, 1.67], [0.99, 6.50, 0.15], [-0.71, 6.11, 0.33], [0.94, 3.58, 1.99], [1.45, 1.03, 1.31], [1.55, 1.02, 2.66], [1.47, 1.97, 3.40], [1.85, -0.36, 3.26], [2.92, -0.44, 3.46], [1.30, -0.45, 4.20], [1.44, -1.80, 2.22], [-0.27, -1.59, 2.15], [-0.96, -0.73, 2.88], [-2.22, -0.86, 2.50], [-2.36, -1.73, 1.60], [-1.15, -2.24, 1.33], [-0.97, -3.23, 0.35], [0.14, -4.06, 0.35], [0.30, -5.03, -0.63], [-0.68, -5.14, -1.58], [-1.80, -4.31, -1.58], [-1.98, -3.34, -0.62], [-2.84, -2.70, -0.60], [-2.61, -4.63, -2.62], [-1.97, -5.70, -3.30], [-0.76, -6.00, -2.64], [-2.63, -6.58, -3.29], [-1.77, -5.41, -4.34], [1.16, -5.68, -0.63], [0.89, -3.96, 1.12], [1.59, 0.15, 0.83], [1.23, 0.84, -1.27], [0.67, 2.65, -2.83], [0.86, 6.05, -2.23], [0.12, 4.86, -3.30], [-0.84, 5.66, -2.06]], "lowdin_charge": [-0.051, -0.246, -0.045, -0.028, -0.211, 0.035, -0.224, -0.041, 0.079, 0.083, 0.084, 0.105, 0.108, -0.538, 0.080, -0.346, 0.091, 0.088, 1.002, -0.590, 0.041, -0.025, 0.049, -0.046, -0.198, -0.040, 0.022, -0.202, -0.191, 0.083, 0.121, 0.048, -0.146, 0.043, 0.142, 0.142, 0.123, 0.056, 0.087, 0.109, 0.108, 0.082, 0.074, 0.082], "e_tot_ha": -1593.7855, "smiles": "Cc1ccc(NC(=O)CSc2nnnn2-c2ccc3c(c2)OCO3)cc1C", "de_lowest_kcal_mol": 41.18, "e_lumo_ha": 0.012}


# 5
{"formula": "C5H7NO", "method": "ωB97M-V/def2-TZVPD", "elements": ["C", "C", "N", "C", "C", "C", "O", "H", "H", "H", "H", "H", "H", "H"], "xyz": [[-1.92, 0.25, 0.27], [-0.46, 0.04, 0.06], [0.04, -1.15, 0.76], [0.77, 0.09, 0.90], [1.81, 0.23, -0.18], [1.30, 0.18, -1.42], [1.09, 0.05, -2.57], [-2.24, 1.15, -0.26], [-2.15, 0.32, 1.33], [-2.49, -0.60, -0.14], [0.58, -1.88, 0.30], [0.84, 0.58, 1.87], [2.86, 0.01, -0.08], [-0.03, 0.73, -0.82]], "lowdin_charge": [-0.046, -0.334, 0.086, -0.262, -0.050, -0.283, 0.148, 0.075, 0.081, 0.086, 0.110, 0.136, 0.103, 0.152], "e_tot_ha": -324.5680, "smiles": "C[C@@H]1N[C@H]1C=C=O", "de_lowest_kcal_mol": 98.17, "e_lumo_ha": 0.034}


# 6
{"formula": "C16H22BF4N8PtSSe", "method": "ωB97M-V/def2-TZVPD", "elements": ["Pt", "C", "C", "N", "N", "C", "S", "N", "N", "H", "H", "H", "H", "H", "H", "C", "N", "C", "Se", "N", "C", "C", "C", "C", "C", "C", "H", "H", "H", "H", "H", "H", "H", "H", "F", "B", "F", "F", "F", "C", "C", "C", "C", "N", "N", "C", "H", "H", "H", "H", "H", "H", "H", "H"], "xyz": [[-1.12, -0.63, 0.78], [-3.10, 2.65, -3.63], [-3.63, 1.88, -2.49], [-4.87, 1.78, -2.14], [-4.86, 0.97, -1.04], [-3.64, 0.57, -0.69], [-3.37, -0.46, 0.65], [-2.83, 1.15, -1.62], [-1.45, 1.01, -1.68], [-3.94, 3.14, -4.13], [-2.60, 2.00, -4.34], [-2.39, 3.41, -3.30], [-5.72, 0.73, -0.58], [-1.18, 0.45, -2.48], [-0.98, 1.90, -1.66], [1.69, -3.13, 1.38], [1.68, -3.08, -0.07], [0.62, -2.90, -0.85], [-1.20, -2.79, -0.34], [1.04, -2.81, -2.12], [2.42, -2.89, -2.17], [3.33, -2.84, -3.21], [4.67, -2.93, -2.87], [5.08, -3.08, -1.54], [4.17, -3.14, -0.50], [2.83, -3.05, -0.85], [0.67, -3.25, 1.73], [2.11, -2.20, 1.77], [2.29, -3.98, 1.70], [0.41, -2.69, -2.90], [3.02, -2.72, -4.24], [5.42, -2.89, -3.65], [6.14, -3.14, -1.32], [4.49, -3.24, 0.53], [3.05, 0.35, -0.18], [1.89, 0.73, 0.42], [2.00, 1.10, 1.73], [1.19, 1.70, -0.34], [0.99, -0.48, 0.38], [-0.33, 4.54, 2.52], [-0.73, 3.12, 2.66], [-1.12, 2.38, 3.76], [-1.29, 1.06, 3.31], [-1.04, 1.02, 2.00], [-0.73, 2.28, 1.61], [-1.67, -0.13, 4.10], [-0.35, 5.03, 3.49], [-1.00, 5.08, 1.85], [0.68, 4.62, 2.12], [-1.24, 2.74, 4.76], [-0.22, 2.39, 0.74], [-2.43, 0.12, 4.83], [-0.80, -0.51, 4.64], [-2.04, -0.93, 3.46]], "lowdin_charge": [0.617, 0.009, -0.314, 0.146, 0.035, -0.639, 0.625, -0.072, 0.113, 0.095, 0.092, 0.091, 0.166, 0.116, 0.105, -0.001, -0.058, -0.657, 0.661, 0.143, -0.162, 0.005, -0.059, -0.053, 0.017, -0.148, 0.062, 0.107, 0.107, 0.157, 0.118, 0.112, 0.113, 0.122, 0.190, -1.223, 0.184, 0.092, -0.110, -0.001, -0.274, 0.042, -0.320, -0.145, 0.062, -0.022, 0.088, 0.087, 0.092, 0.122, 0.133, 0.090, 0.094, 0.046], "e_tot_ha": -4404.2955, "de_lowest_kcal_mol": 25.87, "total_charge": 1, "e_lumo_ha": -0.111}


# 7
{"formula": "C10H10InO12S2", "method": "ωB97M-V/def2-TZVPD", "elements": ["In", "C", "C", "C", "O", "C", "C", "C", "O", "O", "O", "H", "H", "C", "C", "O", "S", "O", "O", "O", "H", "H", "H", "H", "C", "C", "O", "S", "O", "O", "O", "H", "H", "H", "H"], "xyz": [[-2.67, 4.59, -1.17], [-0.05, 1.26, -4.09], [-0.78, 2.07, -3.13], [-0.79, 1.53, -1.64], [-1.21, 2.29, -0.78], [-0.04, 0.27, -1.35], [0.36, -0.53, -2.38], [0.55, 0.04, -3.78], [1.25, -0.37, -4.79], [0.85, -1.72, -2.14], [-1.58, 2.94, -3.40], [0.21, 1.66, -5.06], [-0.07, -0.21, -0.38], [0.83, 1.87, 2.09], [2.11, 2.71, 1.87], [1.83, 4.04, 2.20], [0.21, 4.42, 2.25], [-0.23, 4.70, 0.88], [-0.02, 5.23, 3.41], [-0.15, 2.89, 2.63], [0.86, 1.12, 2.87], [0.51, 1.40, 1.16], [2.64, 2.51, 0.94], [2.75, 2.44, 2.71], [0.25, -4.04, 0.39], [-0.66, -5.22, 0.30], [-1.55, -5.16, 1.40], [-1.53, -3.64, 2.23], [-1.44, -3.85, 3.68], [-2.69, -2.87, 1.71], [-0.08, -3.28, 1.58], [0.23, -3.50, -0.56], [1.30, -4.33, 0.47], [0.00, -6.06, 0.53], [-1.19, -5.22, -0.65]], "lowdin_spin": [-0.001, -0.362, -0.052, 0.033, 0.150, 0.373, 0.017, 0.008, -0.429, 0.455, -0.194, -0.010, 0.014, 0.000, 0.000, 0.000, 0.000, 0.001, 0.000, 0.000, 0.000, 0.001, 0.000, 0.000, 0.032, 0.092, 0.511, -0.042, 0.033, 0.192, 0.052, 0.017, 0.016, 0.055, 0.039], "e_tot_ha": -2275.4739, "s2": 1.85, "multiplicity": 2, "de_lowest_kcal_mol": 0.00, "total_charge": 2, "e_lumo_ha": [-0.320, -0.473]}